(1)
Entry from OMol25: a cluster of 7 separate species, H14O6S2 in total at a distorted geometry (ωB97M-V with the def2-TZVPD basis set).

```
22
Properties=species:S:1:pos:R:3
S -0.61 1.20 -3.73
S -2.40 1.89 -3.06
H -0.72 -0.06 -3.22
H -2.89 2.10 -4.31
H 0.36 5.22 2.31
H -0.03 3.78 1.84
O 0.70 4.40 1.95
H 2.78 -0.90 0.13
H 2.29 -0.18 1.37
O 2.13 -0.26 0.43
H 1.09 -3.65 2.59
H 1.32 -2.59 1.61
O 0.99 -2.69 2.51
H 0.73 -2.67 -1.83
H -0.01 -3.63 -0.91
O 0.88 -3.35 -1.18
H -2.02 -0.66 1.09
H -1.14 -1.27 2.20
O -2.05 -1.04 1.97
H 0.24 1.12 -0.44
H -0.92 1.92 -1.00
O -0.71 1.31 -0.29
```

Values from the calculation:
Charge: +1
Spin multiplicity: 2
LUMO energy (spin up / spin down), eV: -5.94 / -9.88
Kohn-Sham gap (spin up / spin down), Ha: 0.2686 / 0.1238

Results of the natural (NBO) charge analysis, in e, for atoms 1 through 2: 0.304, 0.280

=====

(2)
Entry from OMol25: a structure of composition H14O7 at a distorted geometry (ωB97M-V with the def2-TZVPD basis set).

```
21
Properties=species:S:1:pos:R:3
H -0.18 -2.02 2.36
H -0.39 -0.47 1.69
H -0.81 -1.93 -0.29
H -0.10 -0.98 -1.38
H 1.79 0.18 1.19
H 1.55 -1.22 0.48
H 2.03 -0.24 -2.56
H 1.90 0.04 -1.04
H -1.07 2.01 -0.77
H 0.33 1.29 -1.20
H -3.61 0.71 -0.82
H -1.94 -0.30 -0.88
H 0.02 1.60 2.59
H 0.10 1.32 0.95
O -0.35 -1.34 1.30
O -0.92 -1.62 -1.29
O 2.32 -0.53 0.67
O 1.31 -0.17 -1.87
O 0.03 1.98 -0.46
O -2.19 0.67 -0.53
O 0.19 1.02 1.88
```

Values from the calculation:
Charge: 0
LUMO energy, eV: -0.15
Kohn-Sham gap, Ha: 0.3882

Results of the natural (NBO) charge analysis, in e, for atoms 1 through 2: 0.476, 0.505

=====

(3)
Entry from OMol25: a cluster of 7 separate species, H14O7 in total at a distorted geometry (ωB97M-V with the def2-TZVPD basis set).

```
21
Properties=species:S:1:pos:R:3
O 3.05 -1.96 -1.10
H 3.86 -1.72 -0.63
H 2.23 -1.80 -0.65
O 1.29 -1.41 0.99
H 0.54 -1.50 1.56
H 1.72 -2.27 1.09
O -0.23 1.94 3.42
H 0.23 2.24 2.60
H -1.12 1.71 3.31
O 0.53 1.21 0.28
H 0.49 1.78 -0.46
H 0.63 0.37 -0.15
O -2.78 0.38 -1.89
H -2.92 -0.05 -2.74
H -1.95 0.10 -1.45
O 0.05 -0.31 -2.05
H 0.03 -0.22 -2.99
H -0.13 -1.25 -1.92
O -2.16 1.17 0.97
H -2.13 0.22 0.90
H -1.23 1.38 0.90
```

Values from the calculation:
Charge: 0
SMILES: O.O.O.O.O.O.O
LUMO energy, eV: -0.11
Kohn-Sham gap, Ha: 0.3957

Results of the natural (NBO) charge analysis, in e, for atoms 1 through 2: -0.973, 0.483

=====

(4)
Entry from OMol25: a cluster of 7 separate species, H14O7 in total at a distorted geometry (ωB97M-V with the def2-TZVPD basis set).

```
21
Properties=species:S:1:pos:R:3
O -0.24 -0.06 0.00
H 0.41 -0.22 -0.71
H -0.21 -0.77 0.58
O 3.48 -1.52 0.96
H 4.41 -1.42 0.92
H 2.96 -0.82 0.43
O 2.15 0.89 1.10
H 1.56 0.78 1.86
H 2.03 1.79 0.84
O -3.77 1.39 1.38
H -3.30 2.10 1.88
H -4.59 1.30 1.86
O 3.99 -0.73 -2.28
H 3.34 -0.29 -2.79
H 4.57 0.03 -1.96
O -2.96 2.39 -2.74
H -3.62 2.92 -3.21
H -2.82 2.97 -2.04
O -2.57 -4.00 1.15
H -3.08 -3.16 1.14
H -1.74 -3.58 1.61
```

Values from the calculation:
Charge: 0
SMILES: O.O.O.O.O.O.O
LUMO energy, eV: 0.21
Kohn-Sham gap, Ha: 0.3958

Results of the natural (NBO) charge analysis, in e, for atoms 1 through 2: -0.936, 0.474

=====

(5)
Entry from OMol25: a cluster of 7 separate species, H14O7 in total at a distorted geometry (ωB97M-V with the def2-TZVPD basis set).

```
21
Properties=species:S:1:pos:R:3
O -0.15 -0.46 0.14
H 0.52 0.04 -0.40
H -0.61 0.26 0.68
O 3.82 -0.38 -0.11
H 4.32 0.19 0.51
H 3.28 -0.93 0.50
O 2.01 -1.68 1.34
H 1.20 -1.17 1.13
H 1.81 -2.64 1.23
O -2.34 -1.06 -1.19
H -1.46 -0.91 -0.81
H -2.82 -1.70 -0.54
O 1.71 1.07 -1.29
H 1.67 1.13 -2.28
H 2.54 0.58 -1.06
O -3.57 1.30 -0.40
H -4.25 0.65 0.12
H -3.08 0.59 -0.88
O -1.48 1.40 1.35
H -2.22 1.50 0.66
H -0.89 2.21 1.28
```

Values from the calculation:
Charge: 0
SMILES: O.O.O.O.O.O.O
LUMO energy, eV: 0.53
Kohn-Sham gap, Ha: 0.4333

Results of the natural (NBO) charge analysis, in e, for atoms 1 through 2: -1.045, 0.512

=====

(6)
Entry from OMol25: a cluster of 7 separate species, H14O7 in total (ωB97M-V with the def2-TZVPD basis set).

```
21
Properties=species:S:1:pos:R:3
O -1.29 -0.30 1.99
H -1.37 -0.70 2.86
H -1.95 -0.74 1.46
O 1.77 3.13 -0.68
H 1.60 3.80 -1.34
H 2.71 3.19 -0.52
O 0.69 0.46 -0.15
H -0.26 0.39 -0.17
H 0.86 1.38 0.03
O -1.82 0.97 -0.84
H -1.65 1.91 -0.80
H -1.57 0.72 -1.73
O -2.70 -1.69 0.15
H -2.46 -0.90 -0.34
H -3.62 -1.84 -0.08
O 2.80 -1.09 -0.98
H 1.99 -0.66 -0.70
H 2.53 -1.68 -1.69
O 1.36 -2.17 1.54
H 0.86 -1.44 1.19
H 1.52 -2.74 0.78
```

Values from the calculation:
Charge: 0
SMILES: O.O.O.O.O.O.O
LUMO energy, eV: 0.02
Kohn-Sham gap, Ha: 0.3676

Results of the natural (NBO) charge analysis, in e, for atoms 1 through 2: -0.975, 0.472

=====

Relative energy (zero: lowest compared OMol25 entry of this formula, charge and spin) across the listed records, respectively: 154.8 562.6 209.1 284.7 79.1 156.0 kJ/mol.